Here is C16H31AsNO4PdSi3 as an isolated structure from OMol25. Energies are from ωB97M-V/def2-TZVPD.

Element x y z (Å)
Pd 0.118652 1.423114 0.055154
O 3.511868 3.906989 -0.011723
C 2.359776 3.283270 0.004085
O 2.254853 2.059109 0.042177
C 1.156823 4.164537 -0.028227
C 1.078978 5.541929 -0.071554
C -0.199069 6.106828 -0.093086
C -1.334112 5.308316 -0.070848
C -1.166691 3.930115 -0.027236
N 0.052072 3.426660 -0.008809
C -2.273793 2.877166 0.004213
O -3.425205 3.219657 -0.011354
O -1.854694 1.627214 0.041645
H 4.240845 3.264627 0.010995
H 1.969215 6.153514 -0.087724
H -0.300982 7.182921 -0.126964
H -2.333646 5.720378 -0.086077
C 2.909692 -1.231963 1.572598
Si 2.104823 -1.871468 0.010066
C 2.048352 -3.734651 -0.015550
C 2.910585 -1.189189 -1.533792
As -0.087530 -0.981115 0.021811
Si -1.220960 -1.503544 2.052745
C -0.851994 -3.296413 2.433340
C -0.480595 -0.356368 3.326594
C -3.037978 -1.189779 1.816046
Si -1.220245 -1.447988 -2.023009
C -3.036846 -1.137015 -1.779538
C -0.476624 -0.268948 -3.265472
C -0.854444 -3.230938 -2.450461
H 3.985639 -1.420520 1.548433
H 2.506126 -1.743891 2.448949
H 2.757618 -0.159421 1.704543
H 3.059473 -4.147886 -0.021100
H 1.533492 -4.103381 -0.903560
H 1.533282 -4.127647 0.861874
H 3.986559 -1.378111 -1.514049
H 2.758402 -0.113459 -1.636397
H 2.507720 -1.676976 -2.424118
H 0.191492 -3.437518 2.721411
H -1.058593 -3.936274 1.573166
H -1.473392 -3.647882 3.260249
H 0.554245 -0.621052 3.550451
H -1.053453 -0.418370 4.254997
H -0.507206 0.681701 2.989530
H -3.493344 -1.930595 1.159334
H -3.223943 -0.196125 1.406245
H -3.534655 -1.258664 2.787585
H -3.221259 -0.154269 -1.343541
H -3.494239 -1.894186 -1.143215
H -3.532741 -1.178977 -2.753009
H -0.501035 0.759819 -2.900780
H -1.049153 -0.304788 -4.195455
H 0.557718 -0.529912 -3.495840
H -1.063031 -3.892785 -1.607581
H 0.189000 -3.366497 -2.741306
H -1.475820 -3.559310 -3.286845

Atomic forces in eV per Å
Pd 0.05 0.12 -0.13
O 0.00 0.03 0.00
C 0.00 -0.05 0.00
O 0.03 -0.01 0.00
C -0.02 -0.01 0.00
C -0.03 -0.05 0.00
C -0.01 0.01 0.00
C 0.01 0.01 -0.01
C 0.05 0.04 0.01
N -0.12 -0.09 0.09
C -0.04 0.05 -0.04
O 0.02 -0.02 0.01
O 0.06 -0.01 0.01
H -0.02 -0.01 0.00
H 0.01 -0.01 0.00
H 0.00 0.00 0.00
H 0.00 0.00 0.00
C -0.02 -0.04 -0.02
Si 0.11 0.05 0.01
C -0.06 0.02 0.00
C -0.02 -0.04 0.02
As 0.02 0.07 0.06
Si -0.03 -0.10 0.00
C -0.02 0.04 -0.01
C 0.01 -0.02 -0.03
C 0.04 0.01 0.01
Si -0.04 -0.08 0.00
C 0.04 0.01 -0.02
C 0.00 -0.02 0.02
C -0.01 0.04 0.02
H 0.00 -0.02 0.00
H 0.01 0.02 0.00
H 0.00 0.00 -0.03
H 0.03 0.04 0.00
H 0.01 -0.01 0.01
H 0.01 -0.01 -0.01
H 0.00 -0.02 0.00
H 0.00 0.00 0.03
H 0.01 0.02 0.00
H 0.00 0.00 -0.01
H -0.01 0.00 0.00
H 0.00 0.03 0.02
H 0.00 0.03 0.00
H 0.01 -0.02 0.01
H -0.02 0.00 0.00
H -0.01 0.00 -0.01
H 0.01 0.00 -0.01
H 0.00 0.00 0.00
H 0.01 -0.01 0.01
H -0.01 0.00 0.01
H 0.00 0.00 0.00
H -0.02 -0.01 0.00
H 0.01 -0.02 -0.01
H 0.00 0.03 0.00
H -0.01 0.00 0.00
H 0.00 0.00 0.01
H 0.00 0.03 -0.02

Calculated values
Largest force on an atom = 0.2 eV Å⁻¹
LUMO energy = -4.0 eV
HOMO = -12.16 eV
Kohn-Sham gap = 8.2 eV
Net charge = +1

Here is a 2-piece molecular cluster, C16H31BF3INO4PS2 overall in a non-equilibrium geometry from OMol25. Energies are from ωB97M-V/def2-TZVPD.

Element x y z (Å)
C -0.162825 2.793041 -0.145638
C -0.064203 1.268916 -0.220978
N -0.593660 0.623569 0.993727
C 0.407400 0.278923 1.994304
C -0.115129 0.473259 3.410501
C -1.586150 -0.347443 0.749374
S -3.115353 0.079017 0.507190
S -1.218200 -2.126801 0.736038
C -0.312041 -2.392143 -0.798893
C 1.052376 -1.690108 -0.942675
C 2.184006 -2.727694 -1.038865
P 3.745963 -2.311102 -0.212720
I 3.917059 -0.009461 0.357178
C 5.134941 -2.763225 -1.313800
C 6.250265 -1.732789 -1.388610
C 7.198392 -1.905363 -2.592935
O 6.184975 -0.733777 -2.285138
B 3.834853 -3.296225 1.519771
C 5.204831 -3.418509 2.227508
O 2.690291 -3.804123 2.001164
H -1.110574 3.140467 -0.550887
H 0.645008 3.259067 -0.711975
H -0.088422 3.126296 0.888852
H -0.671498 0.930081 -1.061432
H 0.962520 0.954817 -0.439030
H 1.272423 0.930886 1.849808
H 0.777038 -0.751191 1.890019
H -0.316171 1.527977 3.589342
H -1.022513 -0.104813 3.581875
H 0.644229 0.150860 4.125523
H -0.149604 -3.471191 -0.759704
H -0.946545 -2.225664 -1.668846
H 1.208225 -1.053035 -0.076109
H 1.050808 -1.069612 -1.836781
H 1.866345 -3.664337 -0.573573
H 2.422727 -2.959142 -2.077446
H 5.588447 -3.685846 -0.951256
H 4.768646 -2.868419 -2.332998
H 6.736117 -1.454359 -0.452567
H 7.732809 -1.475067 -3.435264
H 8.072131 -1.727887 -1.917157
H 6.058868 -3.416838 1.549825
H 5.239977 -4.288368 2.881426
H 5.305431 -2.522716 2.852317
H 1.859154 -3.338720 1.823091
C -4.977171 3.838269 0.000801
C -5.623939 2.453625 0.016820
O -7.011295 2.418204 0.177002
C -7.811642 2.580794 -1.074305
O -7.420538 1.875800 -2.077350
C -7.918748 4.094990 -1.440192
F -8.038832 4.926668 -0.366622
F -9.038270 4.297537 -2.176562
F -6.899673 4.586553 -2.174762
H -5.438637 4.481249 0.752034
H -3.907182 3.744701 0.220307
H -5.071665 4.323995 -0.966995
H -5.226314 1.926589 0.894176
H -5.329104 1.873529 -0.868806
H -8.830360 2.376286 -0.659102

Atomic forces in eV per Å
C 0.25 -0.06 -0.01
C -0.59 0.59 -0.22
N 0.80 -1.10 -0.36
C 0.14 0.31 0.37
C 0.23 -0.04 -0.07
C -0.58 0.39 -0.01
S -0.03 0.01 -0.16
S 0.20 -0.13 0.49
C 0.15 -0.13 -0.25
C -0.25 -0.38 0.12
C -0.07 0.19 -0.24
P -0.09 -0.18 0.11
I 0.07 0.02 -0.09
C 0.20 0.67 0.16
C -1.11 -1.60 -1.32
C 1.43 2.42 2.65
O 0.76 0.23 0.33
B -0.09 0.03 0.06
C -0.02 -0.06 -0.22
O 0.13 0.52 0.26
H -0.06 0.02 0.12
H -0.04 0.05 -0.07
H 0.02 0.03 0.02
H 0.05 -0.05 -0.04
H -0.01 0.02 0.26
H -0.11 0.09 -0.07
H -0.08 -0.03 -0.08
H -0.18 -0.02 0.00
H -0.04 0.03 0.01
H -0.05 -0.04 0.06
H -0.14 -0.05 -0.09
H -0.10 0.22 0.09
H 0.00 0.04 -0.13
H 0.14 0.15 0.09
H 0.12 -0.04 0.06
H 0.00 0.00 -0.02
H -0.22 -0.18 -0.08
H -0.16 -0.22 0.05
H 0.04 -0.35 0.10
H -1.04 -1.50 -1.47
H 0.27 0.56 -0.37
H 0.06 -0.07 0.05
H 0.06 0.01 0.04
H 0.00 -0.03 0.07
H -0.14 -0.32 -0.24
C 0.00 0.02 -0.13
C 0.23 -0.41 0.25
O -0.10 0.68 -0.01
C -0.11 -0.39 -0.30
O 0.14 0.03 -0.01
C -0.04 0.11 0.23
F 0.00 0.00 -0.02
F 0.01 0.00 -0.02
F -0.04 -0.03 -0.07
H 0.04 -0.02 0.04
H -0.01 -0.02 0.06
H -0.03 0.01 0.03
H -0.03 -0.04 -0.01
H -0.07 0.10 -0.07
H 0.06 -0.06 0.05

Calculated values
Largest force on an atom = 3.9 eV Å⁻¹
LUMO energy = -3.2 eV
HOMO = -4.88 eV
Kohn-Sham gap = 1.7 eV

Here is C16H31BrCaNO6PS as an isolated structure in a non-equilibrium geometry from OMol25. Energies are from ωB97M-V/def2-TZVPD.

Element x y z (Å)
C 5.656015 1.825977 0.382171
C 5.323996 3.247252 -0.434834
O 4.331230 2.995084 -1.492495
C 3.131188 3.831550 -1.330337
C 2.020167 3.109522 -0.315188
O 1.561521 1.831338 -0.870906
C 0.255951 1.410067 -0.347027
C 0.180297 1.432791 1.283378
C 1.430797 0.635693 2.038056
O -0.775820 2.294377 -0.907265
S -2.355598 1.773814 -0.547075
O -2.830042 2.456129 0.778502
O -3.272806 2.380934 -1.680241
C -2.602112 -0.077737 -0.473113
C -3.803862 -0.530049 0.552729
C -5.255183 0.031461 -0.044750
N -6.149964 0.780558 0.705756
C -1.185972 -0.944945 -0.245656
C -1.509381 -2.435897 -0.828457
C -1.211496 -3.691481 0.165613
C 0.054639 -3.541583 1.181943
C -2.507302 -4.165719 1.088854
C -0.039336 -0.091465 -1.023760
P 1.644658 -0.898576 -1.300760
O 1.615856 -2.626414 -1.461100
Br 2.331642 -0.219454 -3.411052
H 6.810560 1.533519 0.300101
H 5.068152 0.989285 -0.218534
H 5.293939 1.865374 1.494755
H 6.383161 3.601538 -0.850918
H 4.964120 4.023189 0.388771
H 3.379774 4.902495 -0.883944
H 2.569399 3.980920 -2.367854
H 1.174585 3.839816 0.034220
H 2.644131 2.847316 0.668381
H -0.804892 0.965441 1.746471
H 0.221910 2.540307 1.728188
H 1.677604 -0.395573 1.541863
H 2.361894 1.325678 2.210351
H 1.006814 0.376651 3.123836
H -2.965748 -0.401890 -1.563196
H -3.889717 -1.703247 0.552998
H -3.625860 -0.103287 1.628818
H -5.559885 -0.248199 -1.164563
H -6.992720 1.027192 0.138242
H -1.074109 -1.025406 0.915517
H -2.668072 -2.508772 -1.110058
H -0.952056 -2.514985 -1.881443
H -0.976177 -4.630111 -0.533846
H 0.747821 -4.485165 1.238885
H 0.729599 -2.581969 0.998053
H -0.403954 -3.383909 2.272347
H -3.318317 -4.564836 0.347088
H -2.842764 -3.268964 1.760786
H -2.140063 -5.038991 1.808479
H -0.486169 0.165087 -2.101523
H 1.520677 -2.869704 -2.445985
Ca -3.892720 -5.072030 -1.239271

Atomic forces in eV per Å
C -0.17 -0.30 -1.16
C 1.52 -0.73 1.75
O -0.68 2.01 1.54
C -1.56 0.00 -0.02
C 2.34 1.02 1.56
O -2.93 0.43 1.11
C 1.15 -0.92 0.78
C 0.80 0.06 1.52
C -1.10 -0.12 0.94
O -1.39 -2.21 0.80
S -5.96 7.70 0.38
O 2.70 -3.67 -3.98
O 4.17 -3.52 3.40
C 0.17 -2.64 -0.90
C -1.05 1.48 -0.54
C -3.17 2.16 1.99
N 4.22 -3.50 -3.35
C -1.75 0.77 0.55
C 0.35 -0.02 -0.88
C 0.36 -1.09 -0.42
C 0.03 0.67 1.37
C 2.54 0.58 0.68
C -1.59 0.28 -1.61
P 2.36 -0.46 0.56
O -1.34 1.31 -2.58
Br -0.99 -0.61 1.16
H -2.61 0.82 0.41
H 1.14 1.64 1.44
H 0.79 -0.14 -2.15
H -2.66 -0.50 0.43
H 0.56 -1.43 -2.04
H -0.48 -2.30 -0.88
H 1.58 -0.46 2.06
H 1.37 -1.43 -1.19
H -1.33 0.54 -1.99
H 1.83 1.08 -1.46
H -0.32 -2.37 -1.44
H -0.16 2.14 0.78
H -1.74 -1.60 -0.69
H 1.01 0.60 -2.30
H 0.83 1.27 2.12
H 0.37 2.20 0.02
H -0.43 -0.85 -2.08
H 1.07 0.49 2.25
H 0.93 -0.38 0.27
H 0.26 0.21 -2.21
H 1.58 0.27 0.44
H -1.05 -0.17 2.47
H -0.33 1.63 1.10
H -1.50 1.84 -0.36
H -1.55 -2.23 0.06
H 1.05 -0.35 -2.22
H 1.06 1.23 3.47
H -0.04 -1.82 -1.51
H -1.12 1.64 -1.75
H 0.75 -0.45 2.21
H 0.28 0.38 1.99
Ca -0.15 -0.19 -1.92

Calculated values
Largest force on an atom = 9.7 eV Å⁻¹
LUMO energy = -10.4 eV
HOMO = -12.93 eV
Kohn-Sham gap = 2.5 eV
Net charge = +2

Here is C16H31BrCl2F6IN2O2PSi2 as an isolated structure in a non-equilibrium geometry from OMol25. Energies are from ωB97M-V/def2-TZVPD.

Element x y z (Å)
C -1.181327 -1.484562 -4.206704
C -0.289093 -0.400303 -3.562747
C 0.815011 -0.893392 -2.619305
I 0.061664 -2.423815 -1.309782
Si 1.600135 0.521971 -1.582865
O 0.738720 0.617279 -0.172043
Si 0.870594 1.336970 1.322226
C -0.787227 1.051881 2.121820
C -1.390008 -0.363856 1.909485
C -1.872920 -1.023483 3.211394
C -3.131273 -0.371172 3.817361
N -2.852001 0.426204 5.027806
C 1.137944 3.180363 1.296516
C 2.431652 3.665636 0.688917
C 2.580993 5.148606 0.464362
N 3.301231 2.770715 0.424952
C 2.158214 0.502087 2.576378
F 3.323344 1.186957 2.696082
F 1.537427 0.609550 3.802574
C 2.543202 -0.999316 2.413551
F 2.360045 -1.686513 3.512676
F 1.803123 -1.560675 1.462152
F 3.797174 -1.138832 2.044863
C 3.449560 0.129686 -1.310446
C 3.775501 -1.367703 -1.322820
F 4.214998 0.759994 -2.318216
P 1.149759 2.341691 -2.977358
O 0.329676 3.258357 -1.865826
Br 3.072733 3.493832 -3.149445
H -1.548996 -1.128319 -5.179439
H -0.628081 -2.416488 -4.389572
H -2.063628 -1.710455 -3.586216
H 0.217216 0.148511 -4.368582
H -0.936897 0.303729 -3.014780
H 1.600199 -1.370651 -3.219981
H -1.435537 1.808199 1.642269
H -0.757187 1.317609 3.185039
H -2.246391 -0.288463 1.219764
H -0.683338 -1.037361 1.404983
H -2.080750 -2.082840 2.993657
H -1.061533 -1.005743 3.955713
H -3.846912 -1.161690 4.090020
H -3.624701 0.248305 3.049807
H -3.300684 1.334507 4.989883
H -1.856168 0.598767 5.118801
H 1.080679 3.485357 2.360460
H 0.271057 3.650686 0.803820
H 3.557756 5.387130 0.020827
H 1.780607 5.532238 -0.179757
H 2.507110 5.675023 1.428870
H 4.145746 3.169519 0.011243
H 3.769155 0.568057 -0.352776
H 3.913896 -1.703608 -2.361722
H 4.711977 -1.555460 -0.780625
H 2.987652 -1.969629 -0.858906
H 0.306105 4.180040 -2.162354
Cl -2.942772 -4.607718 -2.313731
C -4.591708 -5.274168 -2.200462
C -5.641006 -4.223814 -2.463937
Cl -5.693286 -2.988452 -1.178710
H -4.706000 -5.706601 -1.209627
H -4.674462 -6.063385 -2.946079
H -6.623825 -4.690743 -2.499793
H -5.454148 -3.710246 -3.403664

Atomic forces in eV per Å
C -0.08 0.13 -0.10
C -0.35 -0.30 -0.08
C 0.11 0.37 -0.09
I 0.05 -0.11 -0.03
Si -0.18 -0.55 -0.10
O 0.93 0.57 0.04
Si -0.51 -0.40 -0.14
C -0.33 0.11 -0.29
C -0.12 -0.05 0.07
C -0.06 -0.11 -0.22
C -0.12 -0.05 0.04
N 0.19 0.13 -0.14
C 0.01 0.33 0.26
C -0.02 -0.44 -0.02
C 0.34 0.06 0.17
N -0.34 0.52 -0.21
C -0.01 0.13 -0.07
F 0.03 0.08 0.13
F -0.01 0.04 0.00
C -0.31 0.58 -0.33
F -0.17 -0.49 1.05
F -0.66 -0.28 -0.53
F 1.10 0.06 -0.28
C 0.09 -0.31 0.41
C 0.29 0.12 -0.15
F -0.07 -0.17 0.10
P -0.03 0.15 -0.09
O 0.19 0.18 0.19
Br 0.10 0.07 0.15
H 0.05 -0.05 0.25
H -0.13 0.23 0.10
H 0.44 -0.04 -0.17
H -0.17 0.02 0.22
H 0.13 -0.03 -0.26
H -0.14 -0.08 0.24
H 0.10 -0.19 0.20
H 0.04 -0.03 -0.19
H 0.26 -0.06 0.16
H -0.09 0.21 0.18
H 0.07 0.28 0.12
H -0.14 -0.09 -0.13
H 0.15 0.21 -0.09
H 0.13 -0.17 0.13
H 0.00 -0.14 0.02
H -0.13 -0.03 0.00
H 0.06 0.07 -0.30
H 0.22 -0.14 0.12
H -0.33 -0.07 0.04
H 0.15 -0.12 0.10
H -0.05 -0.13 -0.25
H -0.04 0.01 0.01
H -0.17 -0.07 -0.31
H -0.16 0.07 0.29
H -0.21 0.03 -0.17
H 0.12 0.13 -0.05
H -0.21 -0.17 -0.03
Cl 0.01 0.00 0.00
C -0.02 -0.03 0.00
C -0.02 -0.01 -0.03
Cl 0.00 0.00 0.00
H 0.01 0.03 0.00
H 0.01 0.02 -0.01
H 0.01 0.00 0.02
H 0.01 0.01 0.01

Calculated values
Largest force on an atom = 1.2 eV Å⁻¹
LUMO energy = 0.1 eV
HOMO = -8.51 eV
Kohn-Sham gap = 8.6 eV